1.
Computed, not measured: one molecule with the formula C5H8OS2, with ωB97M-V/def2-TZVPD.

Summary:
Maximum force ... 1.40 eV/Å
Kohn-Sham gap ... 7.84 eV
Total charge ... 0
SMILES string ... CO/C(C)=C\C(=S)S
DFT total energy ... -1066.87533 Ha
Molecular weight ... 148.25 u

Geometry as XYZ:
```
16
C5H8OS2, DFT ωB97M-V/def2-TZVPD
C 1.094 0.213 2.078
O 0.999 0.000 0.657
C -0.202 0.057 0.053
C -1.376 0.342 0.945
C -0.354 -0.223 -1.275
C 0.744 -0.473 -2.171
S 2.346 -0.522 -1.805
S 0.447 -0.726 -3.932
H 0.775 -0.688 2.601
H 0.574 1.065 2.457
H 2.160 0.328 2.292
H -2.323 0.213 0.431
H -1.389 -0.222 1.888
H -1.275 1.396 1.234
H -1.376 -0.203 -1.647
H -0.844 -0.558 -3.804
```

Here are the Löwdin charges for atoms 1 to 4, given in e: number 1, C, carries -0.048; number 2, O, carries -0.129; number 3, C, carries -0.333; number 4, C, carries -0.022

=====

2.
Computed, not measured: C4H3NO as an isolated structure, with ωB97M-V/def2-TZVPD.

Summary:
Maximum force ... 2.92 eV/Å
Kohn-Sham gap ... 7.80 eV
Total charge ... 0
DFT total energy ... -283.99307 Ha
Molecular weight ... 81.07 u

Geometry as XYZ:
```
9
C4H3NO, DFT ωB97M-V/def2-TZVPD
C -2.272 0.921 0.200
C -2.124 -0.394 -0.024
C 0.056 0.379 0.067
C 1.428 -0.009 -0.025
N -0.916 1.005 0.309
O -1.528 -1.348 -0.374
H 1.773 0.043 -1.093
H 1.589 -1.020 0.087
H 1.993 0.423 0.853
```

Here are the Löwdin charges for atoms 1 to 4, given in e: number 1, C, carries -0.104; number 2, C, carries -0.272; number 3, C, carries -0.073; number 4, C, carries -0.023

=====

3.
Computed, not measured: a 2-piece molecular cluster, C2H4NO2P overall, with ωB97M-V/def2-TZVPD.

Summary:
Maximum force ... 4.33 eV/Å
Kohn-Sham gap (spin up / spin down) ... 7.86 / 7.86 eV
Total charge ... 0
SMILES string ... O=NP=O.C=C
DFT total energy ... -625.01109 Ha
Molecular weight ... 105.03 u

Geometry as XYZ:
```
10
C2H4NO2P, DFT ωB97M-V/def2-TZVPD
O -1.353 1.551 -1.094
N -1.539 0.432 -0.856
P -2.384 -0.849 -0.209
O -2.205 0.090 1.058
C 1.500 0.318 0.428
C 1.135 -0.810 -0.047
H 1.251 0.517 1.446
H 1.820 1.179 -0.173
H 1.191 -0.946 -1.091
H 0.585 -1.482 0.540
```

Here are the Löwdin charges for atoms 1 to 4, given in e: number 1, O, carries 0.059; number 2, N, carries -0.343; number 3, P, carries 0.861; number 4, O, carries -0.540

=====

4.
Computed, not measured: C4H9NO2 as an isolated structure, with ωB97M-V/def2-TZVPD.

Summary:
Maximum force ... 0.65 eV/Å
Kohn-Sham gap ... 11.07 eV
Total charge ... 0
DFT total energy ... -362.99209 Ha
Molecular weight ... 103.12 u

Geometry as XYZ:
```
16
C4H9NO2, DFT ωB97M-V/def2-TZVPD
C 1.591 -1.372 1.018
C 0.390 -0.819 0.253
C -0.058 0.516 0.828
O -1.212 1.054 0.170
C -0.960 1.509 -1.349
O -0.096 2.295 -1.591
N -1.895 0.724 -1.807
H 1.350 -1.525 2.077
H 1.906 -2.335 0.605
H 2.446 -0.689 0.962
H 0.643 -0.693 -0.807
H -0.446 -1.530 0.301
H -0.318 0.428 1.888
H 0.725 1.276 0.721
H -2.134 0.766 -2.788
H -1.931 0.395 -0.482
```

Here are the Löwdin charges for atoms 1 to 4, given in e: number 1, C, carries -0.107; number 2, C, carries -0.240; number 3, C, carries -0.198; number 4, O, carries -0.098

=====

Relative energy (zero: lowest compared OMol25 entry of this formula, charge and spin)? In order: 147.1; 472.7; 578.1; 245.3 kJ/mol.